No. 1
The following is a DFT calculation (ωB97M-V/def2-TZVPD) of one molecule with the formula C3H3N3O2 at a distorted geometry.

## Properties
SMILES = O/N=c1\nncco1
Energy above the lowest of the compared OMol25 structures with the same formula, charge and spin = 5.842 eV
E_HOMO = -8.83 eV
LUMO energy = -0.62 eV
Total charge = 0

Atoms and positions in Å:
H 1.413 -1.770 -1.413
N 0.458 1.927 0.023
H 0.186 3.570 1.082
C 0.622 -1.318 -0.844
N -1.225 -1.075 0.654
O 0.923 -0.058 -0.725
C 0.097 0.728 0.053
N -1.017 0.146 0.618
H -0.750 -2.916 -0.200
C -0.390 -1.923 -0.147
O -0.316 2.688 0.899

Atom charges from the Löwdin analysis, given in e for atoms 1 to 8: 0.129, 0.065, 0.147, -0.103, 0.050, 0.074, -0.386, 0.088

No. 2
The following is a DFT calculation (ωB97M-V/def2-TZVPD) of C22H36F7NO2Ta as an isolated structure at a distorted geometry.

## Properties
E_HOMO = -5.34 eV
LUMO energy = 2.36 eV
Total charge = -1

Atoms and positions in Å:
H 3.263 -5.474 1.221
C -4.755 3.495 0.423
H 5.316 0.057 3.183
Ta -1.434 -0.271 -1.253
C 1.942 -2.941 0.362
H -5.125 -1.321 0.877
C 0.901 -1.644 -3.249
H -0.117 0.332 -3.752
H 6.677 -4.532 2.154
H -2.572 -0.761 1.361
H -0.935 1.561 0.936
C -2.483 1.406 -2.451
C -0.260 1.357 -0.007
F -5.305 4.824 0.044
O 1.027 0.846 0.488
H 1.787 -3.637 -2.536
H 7.281 -1.969 3.335
H 4.141 4.499 1.041
H 2.175 1.935 -1.093
H 4.590 2.692 0.637
H 2.066 -1.155 -0.825
H -0.513 -1.540 -0.209
H 1.945 3.958 0.076
C 2.253 3.119 0.855
H 1.201 0.500 -2.416
H -2.581 2.896 0.106
H -2.795 1.016 -3.527
C -4.228 3.608 2.006
H -4.769 -3.688 0.447
C 3.364 -2.694 1.205
F -4.035 2.290 2.653
C -3.115 -0.372 0.372
H 1.002 -2.578 0.959
H -4.394 2.650 -2.604
H -3.575 0.666 0.653
C -3.496 3.169 -0.574
C 4.466 -3.902 1.327
C 3.689 -1.242 1.916
H 4.003 3.149 2.393
H 0.254 -3.131 -1.547
C -3.810 2.059 -1.747
C 5.116 -1.013 2.693
H 1.907 -1.426 -3.854
C 1.227 -2.706 -2.046
H 1.522 3.149 1.780
C 6.262 -2.186 2.798
H -4.574 1.211 -1.400
N 2.144 -2.186 -0.962
H 2.888 -0.388 1.849
H 1.783 -4.096 0.103
H -1.700 2.289 -2.605
H 0.158 -2.152 -3.996
C 3.826 3.373 1.246
H -3.211 4.178 -1.122
H -3.215 -3.518 -0.615
H 3.174 1.062 0.247
C 2.166 1.664 0.045
C -3.766 -3.061 0.311
F -5.842 2.489 0.420
F -4.959 -1.315 -1.258
F -5.344 4.285 2.754
C -4.283 -1.491 0.049
C 0.315 -0.192 -2.770
C 5.895 -3.656 2.114
H -3.175 -3.183 1.318
F -2.321 -1.839 -2.445
O 4.092 -5.203 0.688
H -0.155 2.286 -0.726
F -2.974 4.396 2.144

Atom charges from the Löwdin analysis, given in e for atoms 1 to 8: 0.116, -0.200, 0.078, 1.819, -0.197, 0.130, -0.286, 0.054

No. 3
The following is a DFT calculation (ωB97M-V/def2-TZVPD) of a 2-piece molecular cluster, C2H5NO3S overall at a distorted geometry.

## Properties
Energy above the lowest of the compared OMol25 structures with the same formula, charge and spin = 3.597 eV
E_HOMO = -10.20 eV
LUMO energy = 0.68 eV
Total charge = 0

Atoms and positions in Å:
C -0.790 0.627 -1.062
H -0.056 1.828 0.487
O -1.483 0.500 0.983
N 2.366 -0.459 0.327
O -1.497 -1.905 -0.076
H 1.776 -0.080 1.069
S -1.881 -0.581 -0.295
C -0.688 1.142 0.146
O -3.261 -0.376 -0.626
H 3.212 0.109 0.470
H -0.375 0.622 -2.086
H 2.677 -1.428 0.665

Atom charges from the Löwdin analysis, given in e for atoms 1 to 8: -0.059, 0.092, -0.117, -0.010, -0.228, -0.007, 0.712, -0.289

No. 4
The following is a DFT calculation (ωB97M-V/def2-TZVPD) of one molecule with the formula C16H18FN5O at a distorted geometry.

## Properties
SMILES = CN(Cc1nc2ccc(F)cc2[nH]1)Cc1nc(CC2CC2)no1
Energy above the lowest of the compared OMol25 structures with the same formula, charge and spin = 1.776 eV
E_HOMO = -8.44 eV
LUMO energy = 0.60 eV
Total charge = 0

Atoms and positions in Å:
C -3.935 2.178 0.485
N 2.772 -1.388 -0.280
C 3.201 0.780 -0.347
C 3.740 -0.474 0.037
C -4.005 3.407 -0.369
H -4.379 4.318 0.074
H 5.424 -1.537 0.903
C -4.250 0.822 -0.121
H -1.012 -4.173 -0.196
H 5.805 2.706 0.562
H 3.531 2.900 -0.457
C -2.676 2.884 0.082
C 5.190 1.836 0.397
C 0.495 -1.384 -1.280
H 2.787 -2.383 -0.133
H -2.133 3.435 0.834
C -1.647 -1.311 0.900
H -4.273 3.290 -1.408
H 0.695 -1.837 -2.256
N 0.153 -2.460 -0.353
C 3.936 1.945 -0.165
N 1.944 0.594 -0.867
C 1.724 -0.685 -0.815
O -2.582 -1.686 1.781
H -2.038 2.401 -0.643
C 4.998 -0.593 0.604
N -3.696 -0.949 1.508
H -4.056 0.845 -1.193
H -4.248 2.266 1.518
F 6.927 0.536 1.314
C 5.691 0.588 0.766
N -2.084 -0.403 0.082
C -0.300 -1.955 0.931
H -5.292 0.557 0.064
H -0.312 -3.881 -1.793
C -3.371 -0.198 0.496
C -0.782 -3.406 -0.933
H 0.426 -1.216 1.284
H -1.720 -2.939 -1.263
H -0.339 -2.782 1.645
H -0.312 -0.649 -1.395

Atom charges from the Löwdin analysis, given in e for atoms 1 to 8: -0.297, 0.167, -0.235, -0.189, -0.121, 0.095, 0.120, -0.097

No. 5
The following is a DFT calculation (ωB97M-V/def2-TZVPD) of one molecule with the formula C3H5NO2 at a distorted geometry.

## Properties
SMILES = N#C[C@H](O)CO
Energy above the lowest of the compared OMol25 structures with the same formula, charge and spin = 4.065 eV
E_HOMO = -10.17 eV
LUMO energy = -0.30 eV
Total charge = 0

Atoms and positions in Å:
H -1.622 0.288 0.269
C 0.380 0.211 -0.530
C 0.016 0.141 -1.931
O 1.619 -0.347 -0.362
H 1.703 -0.405 0.614
H 0.430 1.455 -0.270
O -0.152 -0.185 1.693
H -0.909 -1.344 0.125
H -0.616 -0.809 2.274
C -0.699 -0.294 0.388
N -0.149 1.288 -2.269

Atom charges from the Löwdin analysis, given in e for atoms 1 to 8: 0.131, -0.534, -0.089, 0.006, 0.112, 0.188, -0.060, 0.134

No. 6
The following is a DFT calculation (ωB97M-V/def2-TZVPD) of one molecule with the formula C7H8N2 at a distorted geometry.

## Properties
SMILES = CC1=CN2C=C2C(C)=N1
Energy above the lowest of the compared OMol25 structures with the same formula, charge and spin = 4.523 eV
E_HOMO = -7.93 eV
LUMO energy = 0.40 eV
Total charge = 0

Atoms and positions in Å:
H -1.809 0.968 -2.423
H 0.968 -2.242 2.314
C 0.420 -0.648 1.017
C 1.514 0.205 0.735
H -2.801 0.855 -0.956
C -0.566 0.234 -0.957
H -0.034 2.024 -1.953
H -0.720 -1.932 2.254
C 2.406 0.614 -0.120
C 0.306 1.312 -1.174
H -2.432 -0.651 -1.866
H 3.268 0.413 -0.774
H 0.375 -0.911 3.229
C 0.246 -1.452 2.328
N -0.507 -0.652 0.132
N 1.338 1.563 -0.231
C -1.972 0.300 -1.553

Atom charges from the Löwdin analysis, given in e for atoms 1 to 8: 0.057, 0.066, -0.304, 0.000, 0.105, -0.296, 0.115, 0.074